33
Properties=species:S:1:pos:R:3:forces:R:3 method="wB97M-V/def2-TZVPD" spin_multiplicity=1 fmax_ev_per_a=4.5 charge=+1 total_energy_ev=-27540.2291 relative_energy_kj_mol=278.3 gap_ev="8.39 / 8.39" homo_energy_ev="-13.01 / -13.01"
C 2.2519 0.6375 0.8013 1.2 -1.2 0.2
C 0.4962 2.3262 -2.0224 -1.0 -1.2 0.9
C -0.8760 1.7153 -2.3073 1.8 -0.8 -0.7
C -0.2207 1.3495 -0.9474 1.0 -1.1 -2.6
C -2.2200 -1.7704 2.3285 3.3 -2.6 -1.6
C -2.4396 -1.6830 -0.2214 1.7 -0.3 -1.4
C 1.0081 -0.8311 -1.6120 0.1 -0.6 -1.3
C -1.9171 -1.0414 1.0646 -2.2 2.6 -0.9
C 0.3239 0.0356 -0.6879 0.8 1.4 3.4
N 2.7108 1.8233 0.5063 -1.6 0.4 -1.7
N 3.0177 -0.0875 1.6590 0.5 2.8 0.6
O 0.8559 -1.6945 1.2655 -2.1 0.5 0.0
O -0.0231 0.5024 2.0344 -0.4 -0.2 -0.3
S -0.1115 -0.6012 1.1072 1.1 -0.2 -1.5
H 1.2994 1.7063 -2.5630 -0.9 1.9 0.9
H 0.5923 3.3859 -1.6197 0.1 -1.6 -1.0
H -1.8109 2.2977 -2.2488 0.7 -0.5 -0.2
H -0.7319 0.8936 -3.0844 -0.9 1.3 1.1
H -0.7154 1.7175 -0.1256 -0.8 1.4 1.7
H -2.6270 -1.1764 3.0376 -1.0 1.7 2.4
H -2.8228 -2.6293 2.1315 -0.6 -0.5 -0.1
H -1.2042 -2.1701 2.5867 -1.1 -0.1 0.9
H -1.7847 -2.5901 -0.3861 -0.2 1.1 -0.7
H -2.4976 -0.9033 -1.0911 0.4 -1.8 1.4
H -3.3860 -2.2211 -0.1687 -0.4 0.8 0.6
H 1.5070 -1.6772 -1.1746 0.4 0.0 0.7
H 1.7120 -0.2851 -2.2737 -0.5 -0.3 0.3
H 0.2477 -1.3401 -2.2227 -0.1 0.3 -0.3
H -2.4696 -0.0246 1.1522 1.5 -1.2 -0.3
H 2.1816 2.2130 -0.2596 0.2 0.6 0.1
H 3.4877 2.3758 0.8170 0.5 -0.3 0.5
H 2.5747 -0.7658 2.2106 -0.9 -1.5 0.2
H 3.5911 0.5122 2.3137 -0.4 -0.9 -1.2

---

31
Properties=species:S:1:pos:R:3:forces:R:3 method="wB97M-V/def2-TZVPD" spin_multiplicity=1 fmax_ev_per_a=6.3 charge=+2 total_energy_ev=-14089.7957 relative_energy_kj_mol=295.8 gap_ev=9.07 homo_energy_ev=-17.63
C -1.8890 -0.1308 -1.7318 -0.3 0.6 2.0
C -1.8708 -0.0683 -0.3450 -1.7 2.0 -1.8
C -0.1412 -1.2734 -0.9372 -3.3 3.0 -3.9
C -0.4758 -0.1235 -4.4179 0.1 0.2 2.4
C 0.0356 1.7317 1.2075 1.3 2.3 -0.5
C 0.3420 0.5176 3.4142 0.4 4.2 1.5
C 1.7995 0.2989 1.6637 4.1 0.8 -2.1
C -0.5982 -1.2548 -3.4120 0.6 -3.3 -2.9
C -0.3079 -0.6601 1.3885 -2.6 -3.3 4.7
N -0.8305 -0.8775 -2.0760 1.6 -1.2 2.8
N -0.7226 -0.6413 0.0564 -0.1 -1.0 1.5
N 0.3923 0.5100 1.9286 -0.2 0.2 -0.1
H -2.4567 0.3740 -2.4978 -0.5 -0.3 0.3
H -2.5549 0.4114 0.3526 0.3 -0.2 -0.3
H 0.6374 -1.8936 -0.9248 3.1 -2.2 0.1
H 0.0976 0.6579 -3.9206 0.6 0.1 -0.4
H -1.4359 0.3383 -4.5405 -0.5 0.0 -1.2
H 0.0725 -0.6006 -5.2009 -0.2 0.6 -1.2
H 0.1794 1.6131 0.1241 0.2 -0.3 0.4
H -0.9728 2.0838 1.3181 -0.4 0.0 0.7
H 0.8297 2.4663 1.5164 -1.4 -0.3 -0.2
H -0.5903 0.7421 3.8755 -1.4 -0.6 -0.4
H 0.8157 -0.3223 3.8252 0.4 -1.3 0.3
H 0.8809 1.4675 3.8313 -0.2 -1.7 -1.3
H 2.2217 -0.4034 2.3312 0.2 -0.8 0.7
H 1.9639 -0.0813 0.6594 -0.4 -0.2 -0.3
H 2.5572 1.1796 1.6323 -2.0 -0.8 0.7
H 0.3520 -1.8538 -3.5201 -0.9 0.6 0.7
H -1.4120 -1.9918 -3.7606 1.0 1.1 0.7
H 0.2686 -1.5766 1.7985 -1.3 1.3 -1.3
H -1.9535 -0.8917 2.3962 3.4 0.6 -2.0

---

34
Properties=species:S:1:pos:R:3:forces:R:3 method="wB97M-V/def2-TZVPD" spin_multiplicity=1 fmax_ev_per_a=2.8 charge=0 total_energy_ev=-20254.6855 relative_energy_kj_mol=51.2 gap_ev=9.87 smiles="C[C@H](N)C(=O)N[C@@H](CCCCN)C(=O)O" homo_energy_ev=-9.50
C -3.0392 -1.2326 -0.5709 -0.4 0.9 0.3
C -1.9471 -0.6582 0.3639 0.5 0.3 -2.8
C -4.1980 -0.2383 -0.4909 -1.6 -1.1 0.7
C -0.3297 1.1601 0.6534 0.5 0.6 -0.3
C -0.0508 2.4135 -0.1322 -0.4 0.6 -0.9
C 0.9756 0.4245 0.9886 -0.8 -1.5 -0.3
C 1.7691 -0.0549 -0.2316 -1.2 -0.1 -1.1
C 3.0603 -0.6603 0.2866 -0.2 0.3 0.3
C 3.9374 -1.3045 -0.7357 0.2 -0.2 -1.1
H -3.2698 -2.6611 0.8557 -0.5 0.2 -1.7
H -2.8186 -3.2262 -0.6028 0.0 -0.2 -0.1
H -2.7070 -1.2178 -1.6162 0.3 -0.2 0.2
H -5.0086 -0.5116 -1.1781 0.3 0.0 0.0
H -4.6785 -0.2292 0.5091 0.4 -0.2 -0.3
H -3.9217 0.7632 -0.6783 0.5 1.1 -0.4
H -1.5617 0.8523 -1.0201 -0.1 0.3 -0.3
H -0.7744 1.4465 1.6024 -0.3 0.1 0.2
H 1.6597 0.9323 1.6834 -0.4 0.4 -0.2
H 0.5909 -0.4337 1.5542 0.4 -0.1 0.0
H 1.1457 -0.7303 -0.9408 1.0 0.7 1.5
H 1.9516 0.8273 -0.8600 0.4 -0.1 0.0
H 2.7924 -1.3863 1.0451 0.0 -0.3 0.4
H 3.5782 0.1620 0.7857 0.3 -0.1 0.1
H 4.1166 -0.6159 -1.5427 0.1 0.6 -0.4
H 3.3650 -2.0856 -1.2373 0.0 -0.3 0.1
H 5.8477 -1.1863 0.1131 -0.5 -0.3 -0.4
H 5.0995 -2.6174 0.2583 0.0 -0.7 0.6
H 1.2393 2.9525 1.1923 -0.5 0.5 -1.5
N -3.4669 -2.5703 -0.1892 0.6 0.1 1.7
N -1.2676 0.4270 -0.1654 -0.3 -1.5 1.7
N 5.2340 -1.8570 -0.3676 0.2 0.7 0.2
O -1.6551 -1.1898 1.3969 0.2 -0.2 1.5
O -0.6208 2.6528 -1.1668 0.2 0.2 0.1
O 0.8748 3.2709 0.3131 0.7 -0.6 1.8

---

35
Properties=species:S:1:pos:R:3:forces:R:3 method="wB97M-V/def2-TZVPD" spin_multiplicity=1 fmax_ev_per_a=2.2 charge=0 total_energy_ev=-22301.9262 relative_energy_kj_mol=16.1 gap_ev=9.86 smiles="NCCCC[C@H](NC(=O)[C@@H](N)CO)C(=O)O" homo_energy_ev=-9.28
C 0.8369 -2.5549 -0.3689 0.4 1.6 -0.9
C -0.1934 -1.4559 -0.5692 0.3 0.5 -2.0
C 1.8793 -2.0258 0.5877 0.4 0.5 0.1
C -1.8948 -0.1032 0.6276 0.9 1.4 -0.2
C -3.1058 -0.7515 0.0180 -0.2 -0.6 0.2
C -1.6336 1.2645 0.0021 -0.4 -0.5 -0.6
C -0.7003 2.1681 0.7163 1.8 1.0 0.8
C 0.8216 1.8328 0.8224 -0.4 -1.9 -1.0
C 1.5054 1.9281 -0.5580 0.3 -0.4 0.3
H 0.7294 -3.2318 -2.2486 0.2 0.0 0.0
H 1.8107 -2.0614 -2.1273 -0.2 0.0 0.4
H 0.3112 -3.3832 0.0331 -0.1 -1.1 0.5
H 2.1089 -0.9618 0.4013 -0.3 -0.2 -0.2
H 2.8021 -2.5390 0.3700 0.4 -0.6 0.3
H 2.2255 -2.3586 2.4473 0.1 0.0 0.4
H -0.4455 -1.4664 1.3695 -0.2 0.1 0.4
H -2.1374 0.0724 1.6944 0.1 -0.3 -0.4
H -1.3613 1.1317 -1.0378 0.2 -0.2 -0.2
H -2.5896 1.7593 -0.0311 -0.4 0.3 0.0
H -1.0191 2.2443 1.7478 -0.4 0.4 0.4
H -0.7509 3.1534 0.2172 -0.1 -0.3 0.5
H 1.3502 2.4123 1.5689 -0.1 0.8 0.0
H 0.9686 0.8065 1.2113 -0.3 0.3 -0.3
H 2.5731 1.5906 -0.5163 -0.6 0.1 0.2
H 1.0228 1.2749 -1.3167 0.0 0.3 0.6
H 1.8918 3.4125 -1.8797 -0.3 0.2 0.4
H 1.9108 3.8761 -0.3070 -0.2 0.0 -0.4
H -4.8348 -0.4694 -0.6175 0.5 0.5 -0.1
N 1.4631 -2.8849 -1.6354 0.0 -0.7 -0.2
N -0.7043 -0.9357 0.5562 -0.9 -0.4 0.6
N 1.3924 3.3140 -0.9896 0.8 0.4 -0.5
O -0.3813 -1.0568 -1.7208 -0.8 0.2 1.1
O 1.4416 -2.1608 1.9389 0.2 -0.2 -0.2
O -3.2419 -1.9438 0.0483 -0.5 -0.1 -0.3
O -4.0513 0.1035 -0.4541 -0.2 -1.0 0.3

---

33
Properties=species:S:1:pos:R:3:forces:R:3 method="wB97M-V/def2-TZVPD" spin_multiplicity=1 fmax_ev_per_a=5.8 charge=+2 total_energy_ev=-17074.2989 relative_energy_kj_mol=43.8 gap_ev=9.78 smiles="CC1(C)C[NH2+]C2=C1[C@@](C)(N)NC(=[NH2+])N2" homo_energy_ev=-16.33
C -0.0994 0.0772 0.1788 -2.3 2.6 -0.2
C -0.7080 0.7133 1.2258 0.9 -1.1 -3.2
C -1.9207 2.1375 -0.2585 -2.3 0.9 1.3
C -0.0297 -1.2429 1.9915 2.2 -3.4 -0.8
C 0.7730 -1.0325 0.6156 -1.5 0.9 2.2
C -0.4567 0.4619 -1.3093 1.1 -0.3 0.6
C 2.1597 -0.5098 0.9983 -0.7 -1.2 0.7
C 0.8677 -2.3202 -0.1855 -2.9 1.2 2.5
C 0.8015 0.8624 -2.0806 2.5 -0.8 1.6
N -1.5827 1.7698 1.0383 0.2 0.5 -1.7
N -1.5174 1.5150 -1.3347 0.5 0.1 -0.8
N -2.8999 3.0584 -0.4068 0.6 0.1 -1.7
N -0.9899 -0.6273 -1.9504 -0.3 -0.6 -0.5
N -0.3373 0.1129 2.5117 4.5 0.7 -3.5
H -0.8988 -1.8879 1.7759 -0.1 0.9 0.5
H 0.6967 -1.8308 2.5910 -0.9 0.7 0.5
H 2.4698 -1.1140 1.8544 0.3 0.5 0.2
H 2.2613 0.5505 1.1309 0.0 0.5 0.2
H 2.7948 -0.8518 0.2476 1.5 0.0 -1.4
H 1.1207 -3.0550 0.5215 0.5 -1.4 0.5
H 1.5745 -2.1360 -0.8534 3.3 0.1 -3.0
H -0.0294 -2.5332 -0.7179 -0.7 -0.4 0.0
H 0.5338 0.9856 -3.1708 0.9 0.2 1.3
H 1.7019 0.0679 -1.8726 -2.6 1.2 -1.1
H 1.3223 1.6610 -1.4826 -0.9 0.2 -1.4
H -2.0646 2.2039 1.7863 -0.4 0.5 0.6
H -2.0231 1.7116 -2.2656 1.3 -0.5 1.9
H -3.2831 3.6517 0.2837 -0.1 0.2 1.3
H -3.0809 3.4814 -1.3324 0.4 -0.7 0.7
H -1.9005 -0.9460 -1.8414 -1.7 -0.4 0.6
H -0.4874 -1.1205 -2.6238 1.0 -0.5 -1.1
H 0.6138 0.5507 2.8032 -1.8 -0.7 -0.1
H -0.9566 0.1713 3.2224 -2.8 0.1 3.1

---

39
Properties=species:S:1:pos:R:3:forces:R:3 method="wB97M-V/def2-TZVPD" spin_multiplicity=1 fmax_ev_per_a=1.6 charge=-2 total_energy_ev=-65961.7758 relative_energy_kj_mol=0.0 gap_ev=5.33 homo_energy_ev=-0.27
Pd -0.1535 0.8017 -1.2150 -0.6 0.7 -0.2
S 3.6547 3.4681 -0.7847 -0.2 -0.1 -0.1
C 2.2687 2.5635 -1.1583 0.0 0.1 0.1
S 2.2923 1.0351 -1.9499 -0.1 -0.1 0.1
S 0.6716 3.0678 -0.6771 0.1 -0.3 0.1
C -2.2282 -0.9232 1.0368 -0.1 0.0 0.2
N -2.4576 0.4652 0.6759 0.0 -0.1 0.0
C -2.1239 0.8365 -0.6684 0.3 0.0 -0.6
N -2.8147 2.0965 -0.9352 0.2 -0.2 0.1
S -2.0892 -0.3528 -1.9877 0.1 0.0 0.2
H -2.5441 -1.0783 2.0762 0.0 0.1 0.0
H -1.1683 -1.1518 0.9773 0.1 0.0 -0.1
H -2.7746 -1.6247 0.3945 0.0 0.0 0.0
H -3.4287 0.7262 0.8195 0.0 0.0 0.0
H -2.2929 2.8148 -0.4371 0.0 0.0 0.0
H -2.6777 2.2945 -1.9195 0.0 0.0 0.0
C 1.4361 2.7059 2.6663 -0.1 0.1 0.0
N 0.9021 1.3683 2.5728 0.1 0.4 0.3
C -0.1125 0.9573 3.5019 -0.1 0.0 0.0
C 1.3609 0.5180 1.6375 0.4 0.9 -0.4
O 1.0337 -0.6371 1.5502 -0.3 -1.6 0.0
H 1.9897 2.8352 3.6054 0.0 0.0 0.0
H 0.6319 3.4445 2.6249 0.0 0.0 0.0
H 2.0905 2.9053 1.8185 0.0 0.0 0.0
H 0.2667 0.9430 4.5330 0.0 0.0 0.0
H -0.4444 -0.0414 3.2292 0.0 0.0 0.0
H -0.9667 1.6378 3.4484 0.0 0.0 0.0
H 2.0619 0.9860 0.9352 0.1 0.0 0.0
C -0.3656 -3.6594 -2.1357 -0.2 0.0 -0.1
N 0.8403 -3.1255 -2.7546 0.1 0.1 -0.1
C 1.7682 -2.5188 -1.8041 0.0 0.0 0.1
C 0.7272 -2.5847 -3.9669 -0.3 0.0 -0.3
N 0.6100 -2.2231 -5.0626 0.1 -0.1 0.3
H -0.0464 -4.3826 -1.3844 -0.1 0.0 0.1
H -0.9574 -4.1732 -2.8929 0.0 0.0 0.0
H -0.9695 -2.8667 -1.6760 0.1 -0.1 0.0
H 2.1559 -3.3138 -1.1604 0.0 0.1 0.0
H 1.2705 -1.7633 -1.1935 0.0 0.1 0.0
H 2.5829 -2.0508 -2.3398 0.2 0.1 0.0

---

32
Properties=species:S:1:pos:R:3:forces:R:3 method="wB97M-V/def2-TZVPD" spin_multiplicity=1 fmax_ev_per_a=4.5 charge=-1 total_energy_ev=-24512.9070 gap_ev=6.87 smiles="CC(C)(C)C=[P@@]1([O-])ON1C(C)(C)C" homo_energy_ev=-3.53
C -3.7849 0.7293 0.8580 -1.3 2.4 -3.6
C -2.4484 0.5073 -1.2531 0.4 -2.5 -1.7
C -2.7474 -1.4518 0.3185 0.4 0.8 -1.1
C 2.7657 -0.4624 -1.5516 0.6 0.4 -2.6
C 4.0654 0.2798 0.2931 -0.2 2.6 0.2
C 2.0409 -1.0888 0.8069 -2.0 1.8 -0.1
C -1.3009 0.4516 1.0258 0.7 1.6 -2.8
C -2.5741 0.0998 0.1691 0.2 -1.1 1.4
C 2.6839 -0.0975 -0.1115 -1.4 1.8 -0.2
N 1.8477 1.1654 -0.1757 -0.1 -1.3 0.5
O 1.3908 1.5134 1.2337 -1.5 -0.3 -1.1
O -0.3375 2.4244 -0.5851 -0.4 0.2 -0.6
P 0.0906 1.2020 0.1333 0.8 1.9 2.7
H -3.8006 0.6412 1.8928 -0.2 -0.7 1.9
H -4.7878 0.4910 0.3205 1.4 -0.2 1.1
H -3.7212 1.8440 0.6665 0.1 -0.9 0.3
H -1.6641 -0.1885 -1.6882 -0.9 0.3 0.1
H -3.3531 0.3936 -1.8937 0.4 0.3 0.6
H -1.9238 1.4068 -1.3243 -0.1 2.0 -0.4
H -2.7591 -1.5680 1.3735 -0.1 -0.7 1.1
H -3.7220 -1.7956 -0.0760 0.5 -0.1 -0.1
H -1.8474 -1.9866 -0.0986 -1.1 0.4 0.2
H 3.5475 -1.2625 -1.7529 -1.1 0.8 0.1
H 1.7796 -0.7110 -1.9306 -0.2 -0.7 -0.1
H 2.9954 0.4753 -2.2254 0.0 -1.6 1.5
H 4.6543 -0.5983 0.3801 0.9 -0.5 0.4
H 4.0634 0.9981 1.1329 0.1 -1.0 0.4
H 4.4048 0.9568 -0.4970 0.5 -0.4 -0.2
H 1.5110 -0.5307 1.6125 0.8 -0.5 -0.2
H 1.2759 -1.6456 0.3256 -0.8 -0.6 -0.7
H 2.7293 -1.7416 1.1605 2.1 -2.1 1.5
H -1.0740 -0.4510 1.4604 1.2 -1.9 1.7

---

32
Properties=species:S:1:pos:R:3:forces:R:3 method="wB97M-V/def2-TZVPD" spin_multiplicity=1 fmax_ev_per_a=5.2 charge=-1 total_energy_ev=-26618.3060 relative_energy_kj_mol=172.0 gap_ev=8.21 homo_energy_ev=-5.21
C -0.1620 2.5026 -0.2848 -2.2 1.9 4.3
C -0.2636 -2.0255 1.2180 0.3 1.2 0.8
C 0.6979 -2.3124 -1.1309 0.3 2.8 -2.0
C 2.4550 0.5303 1.5356 -3.0 -1.3 -0.1
C 2.6608 1.0137 -0.9121 0.1 0.9 -3.5
C -0.3996 1.0487 -0.2910 0.5 -0.4 0.2
C -0.1277 -1.3742 -0.1686 1.1 -1.7 -0.4
C 2.0104 0.0990 0.0694 -2.1 2.0 2.1
C 0.4160 0.0112 -0.1458 2.4 0.5 0.9
O -5.9958 -0.7049 -0.2171 0.7 -0.3 -0.3
O -4.4323 0.9394 -1.1799 0.1 0.3 -0.7
O -3.7017 -0.3993 0.6885 0.3 -0.6 0.3
S -4.8245 0.1488 -0.0387 -2.4 1.8 2.2
H 0.3255 2.7621 -1.1129 2.0 1.3 -3.6
H 0.4322 3.0241 0.5763 -0.9 -1.4 -1.2
H -1.1765 3.0588 -0.3043 1.6 -0.9 0.1
H -0.9457 -1.3542 1.8242 0.9 -0.8 -0.4
H -0.7376 -3.0110 1.1643 0.2 0.1 -0.1
H 0.7619 -2.0995 1.6886 -1.1 -0.1 -0.2
H 0.8879 -1.7736 -2.1291 -0.3 0.1 1.3
H 0.1697 -3.1151 -1.6034 -0.2 -1.3 0.9
H 1.7419 -2.4416 -0.8165 -0.6 -1.0 0.3
H 3.5103 0.6120 1.6283 0.9 0.1 0.0
H 2.0640 -0.2618 2.2598 0.6 1.1 -0.7
H 1.9454 1.4917 1.7834 0.5 -0.6 -0.1
H 3.2925 1.8790 -0.5652 0.1 -1.5 0.1
H 3.1316 0.2836 -1.7018 -0.1 2.0 1.2
H 1.9259 1.6315 -1.5151 0.5 -1.1 0.5
H -1.3967 0.8492 -0.5799 -1.1 -0.6 0.1
H -5.4801 1.1361 0.9261 1.4 -1.2 -1.4
H -1.1171 -1.2763 -0.5149 -1.3 -0.1 -0.8
H 2.3318 -0.8726 -0.1504 0.7 -1.2 0.2